Entry from the Open Molecules 2025 dataset: C3H5NO in the gas phase in a non-equilibrium geometry (ωB97M-V/def2-TZVPD).

* LUMO: 0.77 eV
* total charge: 0
* SMILES: COCC#N
* Kohn-Sham gap: 11.344 eV
* electronic energy: -247.26157 Ha
* ΔE to the lowest compared entry with this formula, charge and spin: 28.7 kcal per mole

Last columns: bonded neighbours and bond lengths (Å).
CARTESIAN COORDINATES (ANGSTROEM)
1 O -0.404 0.960 -0.170  C3 1.399, C4 1.414
2 H 1.514 0.338 0.383  C4 1.098
3 C -1.023 -0.154 0.408  O1 1.399, C5 1.480, H6 1.093, H10 1.099
4 C 0.985 0.872 -0.417  O1 1.414, H2 1.098, H7 1.098, H9 1.094
5 C -0.438 -1.484 0.129  C3 1.480, N8 1.156
6 H -2.049 -0.180 0.032  C3 1.093
7 H 1.180 0.366 -1.372  C4 1.098
8 N -0.050 -2.563 -0.016  C5 1.156
9 H 1.353 1.900 -0.479  C4 1.094
10 H -1.068 -0.056 1.502  C3 1.099